109
Properties=species:S:1:pos:R:3:forces:R:3:mulliken_charge:R:1 method="wB97M-V/def2-TZVPD" relative_energy_kcal_mol=22.6 charge=+2 multiplicity=2 e_homo_ev="-12.0 / -12.0" gap_ev="7.10 / 2.83" s_squared=0.76 largest_force_ev_per_a=3.9
Ga 0.635082 0.165030 -0.185170 -1.44 1.36 0.06 -2.23
O -3.819655 -2.531614 -0.722180 -1.75 -1.82 -0.27 -0.48
O 0.569795 -0.656658 1.714889 0.70 1.39 0.32 -0.63
N 2.088389 1.525039 -0.722443 1.28 2.25 -0.92 0.25
N 4.914772 0.086598 0.057323 0.56 -0.32 -1.45 -0.97
N 1.342624 0.383251 5.032616 0.35 -1.09 -0.14 0.08
N 0.847237 1.340141 3.002317 0.89 -3.08 0.16 0.20
N 2.935261 1.369231 -1.835274 -0.47 -0.20 -0.06 1.78
N 3.018623 0.381785 -4.810829 0.52 1.18 -0.38 -0.82
N 1.572983 -1.267367 -1.086585 0.27 -1.93 -1.78 0.66
N 2.484596 -1.109506 -2.174430 -0.77 -0.91 1.46 0.75
N 4.823525 -0.250066 -1.317281 -0.47 -0.46 0.71 0.43
N -1.082943 0.967022 -0.592559 3.08 -1.75 -0.56 2.22
N 3.989365 0.125549 -3.767197 2.96 2.35 -0.93 0.54
N 1.508153 2.705113 4.857005 -0.07 -0.10 0.58 -0.32
C -5.121665 -4.107799 0.512770 -0.75 0.20 1.83 0.53
C -6.480151 -4.388062 0.857066 0.36 -0.17 0.02 -0.31
C 2.781270 1.780666 -6.831539 -0.39 1.03 -1.35 -1.21
C 5.901937 -1.001159 -1.663659 -0.14 0.25 0.13 -0.30
C 0.830429 -0.045787 2.815914 0.14 2.15 -0.48 -0.12
C -5.902882 -4.950241 3.132455 0.15 -0.66 -0.40 -0.37
C -6.874414 -4.893536 2.124154 1.84 0.91 -0.95 -0.70
C 1.856342 -3.256492 -2.161034 -0.23 -0.28 -0.05 -1.72
C -4.144083 -4.310245 1.552202 -1.41 0.02 -1.27 -0.14
C -0.670478 0.997557 -3.067156 1.02 0.61 0.06 -1.89
C -1.519253 1.590244 -1.920556 0.38 -2.29 0.83 2.04
C -1.467255 3.100029 -1.862390 -0.53 -0.47 0.78 -1.33
C 1.353124 3.478512 0.642286 -0.64 0.21 0.64 -0.66
C 1.728665 0.200984 6.455613 0.45 -1.49 -0.93 -1.05
C 6.528697 -0.280177 1.875984 -2.13 0.16 0.06 -1.29
C -2.669117 4.006707 2.786685 0.04 -0.79 0.48 -1.82
C 2.659291 -2.313265 -2.784311 -0.37 0.58 0.41 0.00
C 1.133567 -2.564575 -1.149469 0.86 0.38 -1.07 0.83
C 1.157582 -0.786690 4.117755 -1.18 0.63 0.01 -0.51
C -4.962701 -0.428090 2.258724 -1.23 0.75 -0.51 -1.47
C -3.810060 0.444595 1.925797 -0.36 1.25 0.19 1.00
C 2.014084 2.890499 -0.525690 0.56 -1.42 -1.80 0.40
C 6.763352 -1.052471 -0.605058 0.73 -0.65 -0.51 -1.17
C 1.274399 1.501577 4.297178 -0.96 0.48 0.10 0.26
C -1.914102 1.057524 0.523528 -1.92 1.31 1.51 -0.99
C -4.789929 -3.322229 -0.735219 1.22 1.09 1.11 0.63
C 2.662962 3.571752 -1.604900 -0.22 -0.55 1.21 -1.65
C -2.952584 1.070415 -2.094842 -0.34 0.78 -1.08 -1.80
C 5.142661 0.781492 -4.118534 -1.50 -1.76 1.60 -0.22
C -2.917137 0.104533 0.925314 2.06 0.68 -0.41 0.02
C 4.931082 1.516729 -5.295977 -0.23 1.34 -1.08 -0.84
C -4.548493 -4.744652 2.821335 -0.14 1.17 -1.10 -0.59
C 3.258687 2.586909 -2.382279 -0.77 -0.43 2.23 -0.25
C 6.103245 -0.395512 0.454239 -1.09 0.36 -0.72 0.61
C -2.779903 2.609797 2.191433 -0.56 1.54 0.08 0.68
C -5.647298 -3.492877 -1.952166 0.81 -1.16 -1.43 -1.38
C -3.810299 1.747902 2.493874 1.33 -1.30 -0.91 -1.30
C 3.561442 1.245693 -5.665058 -1.18 -1.03 0.60 0.89
C -0.028574 -3.143364 -0.402224 -0.74 -0.25 -0.24 -0.96
C -1.883815 2.299761 1.202232 0.29 -1.79 -0.48 0.04
B 3.556183 -0.037132 -2.165179 0.29 1.34 -0.06 0.69
H -4.586659 2.067350 3.136628 -0.71 0.06 0.75 0.55
H 2.084036 3.869327 1.371795 -0.08 -0.41 -0.27 0.41
H -2.231072 3.374855 -1.119662 0.47 0.41 -0.15 0.34
H 4.024722 2.717568 -3.127480 -0.29 -0.18 -0.20 0.59
H 0.245766 -1.392100 4.368321 0.76 0.52 0.08 0.34
H -7.316896 -4.159053 0.181111 0.66 -0.25 -0.02 0.19
H 3.322862 -2.323003 -3.669469 -0.50 -0.39 0.84 0.51
H -2.002129 4.630353 2.185055 0.12 -0.11 0.37 0.35
H -1.775786 3.493089 -2.803937 -0.20 0.45 -0.79 0.57
H -0.831026 -2.416069 -0.196321 0.41 0.00 0.02 -0.09
H 5.963346 -1.494661 -2.620795 0.12 0.12 -0.11 0.62
H 7.752920 -1.525562 -0.675580 -0.66 0.27 0.48 0.37
H -4.829828 -1.426136 1.884506 -0.03 -0.56 0.07 0.04
H -6.717869 -3.239083 -1.902438 0.59 0.32 0.27 0.32
H -5.653579 -4.599249 -2.212784 0.08 1.15 0.30 0.37
H 1.702201 1.812829 -6.637953 0.29 -0.44 0.28 0.31
H -5.089928 -2.967095 -2.770622 -0.96 -0.30 0.58 0.31
H 1.383830 3.605931 4.393682 -0.11 -0.88 -0.14 0.23
H 0.682557 2.751158 1.151896 0.70 0.71 -0.33 -0.18
H -3.289555 1.483354 -3.067517 -0.27 -0.20 0.51 0.53
H -2.908876 -0.883377 0.454401 -0.32 0.37 0.11 -0.17
H -0.540302 -3.930199 -1.024436 0.78 0.70 0.57 0.42
H 2.913740 1.165790 -7.756398 0.08 0.33 0.81 0.30
H 5.743594 -0.806072 2.486471 0.90 0.54 -0.31 0.22
H 2.978168 2.860793 -7.160775 0.42 -1.52 0.82 0.35
H -3.044249 -0.021448 -2.150891 0.36 0.22 0.11 0.32
H 1.303151 0.891296 7.162385 -0.44 0.41 -0.09 0.41
H 0.354820 1.402651 -3.167817 -0.32 0.50 0.34 0.24
H 7.458588 -0.748233 2.001202 1.27 -0.59 0.39 0.40
H -3.118539 -4.074737 1.264979 -0.14 -0.11 0.48 0.34
H 6.044966 0.768708 -3.519089 -0.25 -0.09 0.13 0.45
H -3.608487 1.422076 -1.290372 0.09 0.03 -0.30 0.38
H -3.617215 4.513407 2.825204 -0.54 0.14 -0.05 0.42
H 0.289337 -3.591788 0.541891 -0.04 0.04 -0.07 0.35
H 1.749071 -4.337229 -2.404386 0.05 1.23 0.14 0.44
H 1.396765 -0.823238 6.706138 -0.07 0.63 0.10 0.35
H 5.563221 2.318833 -5.763155 -0.45 -1.24 0.58 0.41
H -1.137046 1.195707 -4.032573 -0.14 -0.11 0.06 0.59
H -2.349694 3.898933 3.837728 0.21 0.38 -0.39 0.33
H -3.796171 -4.722747 3.583469 0.14 -0.40 0.46 0.38
H 2.815550 0.167162 6.584938 -0.08 0.32 -0.18 0.35
H 6.574907 0.765824 2.172582 0.05 -0.04 0.15 0.31
H 2.015655 -1.479967 4.050275 -0.22 0.59 0.03 0.37
H -0.438005 -0.059586 -2.989643 -0.71 -0.47 0.19 0.28
H -1.117981 3.012473 0.956557 -0.11 0.09 -0.23 0.31
H -0.478577 3.488625 -1.608029 -0.12 -0.09 0.04 0.02
H -6.130369 -5.218523 4.161914 -0.23 -0.03 -0.26 0.40
H 0.794183 4.359529 0.315617 -0.20 -0.13 0.08 0.37
H -7.904972 -5.163437 2.207361 -0.39 0.02 0.62 0.42
H 2.706310 4.662372 -1.664613 0.16 -0.61 -0.23 0.48
H -5.840068 0.028446 1.724149 0.51 -0.61 0.43 0.34
H -5.217506 -0.390297 3.317059 0.12 -0.28 0.01 0.46
H 1.575535 2.761414 5.879871 0.10 -0.09 -0.87 0.19

98
Properties=species:S:1:pos:R:3:forces:R:3:mulliken_charge:R:1 method="wB97M-V/def2-TZVPD" relative_energy_kcal_mol=0.0 charge=0 multiplicity=5 e_homo_ev="-6.5 / -6.5" gap_ev="5.59 / 5.49" s_squared=6.01 largest_force_ev_per_a=3.4
Co -0.048046 -0.014293 0.191013 0.63 0.73 -0.10 -0.24
N 1.989702 -0.024934 -0.147704 2.23 0.60 0.13 -0.24
N -2.020510 -0.002439 0.028141 -2.93 -0.28 -0.44 -0.06
N -0.015280 -1.957857 0.067201 -0.02 -3.34 -0.43 0.09
N -0.012801 1.993377 -0.175447 -0.11 1.91 -0.40 -0.10
C 5.817930 2.085428 -1.320967 -0.26 -0.03 -0.16 -1.06
C -1.118589 -2.839195 0.074509 -0.25 0.93 0.23 0.08
C 1.090993 2.840815 -0.197798 -0.07 -0.69 -0.02 -0.01
C -5.709045 2.139093 -1.533878 0.31 0.57 -0.45 -0.88
C 2.456480 2.447382 -0.205116 -1.39 -0.06 0.29 -0.29
C 2.448107 -2.455915 -0.121766 -0.50 0.09 0.47 -0.55
C 2.842093 1.114734 -0.085181 -0.36 -0.96 -0.30 0.06
C 2.847669 -1.120438 -0.090240 0.28 1.20 0.02 0.12
C -1.609545 -5.419439 0.063293 0.07 0.31 0.08 -1.19
C 5.437889 -1.622121 0.048682 -0.39 0.09 0.06 -1.02
C 0.680365 4.214145 -0.164706 -1.31 0.95 -0.04 0.63
C -2.123277 5.741038 -1.600086 -0.03 -0.13 -0.40 -1.00
C 2.319952 5.593924 -1.529720 -0.32 0.03 0.07 -0.94
C 0.253536 0.677349 2.327769 -0.05 1.04 -0.33 -0.67
C -0.717300 4.237933 -0.142567 1.48 -0.57 -0.27 0.71
C 1.101474 -2.820228 -0.001788 -0.52 0.37 0.04 0.00
C -2.490789 -2.458881 0.074919 1.45 -0.33 0.26 -0.75
C 0.702337 -4.204474 0.063313 -1.32 -0.09 -0.02 0.56
C -2.881219 1.117880 -0.086158 1.11 -1.05 0.34 -0.14
C -2.470721 2.453613 -0.181186 0.38 -0.29 -0.15 -0.54
C -2.193670 -5.669665 -1.341229 -0.18 0.10 0.17 -0.97
C -5.413227 1.651733 -0.117662 0.02 0.14 0.54 -1.20
C 1.607736 5.417517 -0.171124 -0.05 -0.67 -0.32 -1.00
C 4.236765 -0.675726 0.045918 0.22 0.68 -0.16 0.48
C 0.038565 -0.274691 3.441229 -0.87 -0.07 0.55 1.06
C -0.690591 -4.210123 0.092422 1.16 -0.69 -0.06 0.82
C -2.897612 -1.133846 0.042552 0.97 1.92 0.08 -0.56
C -1.440491 -0.216070 3.917344 0.64 -0.18 0.32 -1.53
C -4.245208 0.701751 -0.058833 -0.57 -1.08 -0.08 0.87
C 1.650699 -5.378831 0.047644 -0.12 -0.08 0.03 -1.17
C 2.180749 -5.681239 -1.360789 -0.07 -0.15 -0.10 -0.90
C -5.605815 -2.299810 -1.474634 0.09 0.26 0.25 -0.90
C 0.979872 -0.005429 4.625293 -0.14 -0.43 0.30 -1.65
C -1.124515 2.838582 -0.165057 0.48 0.18 -0.12 -0.08
C 4.223212 0.715349 0.067301 0.56 -1.78 -0.36 0.44
C 5.435474 1.630656 0.089934 -1.29 0.47 0.47 -1.03
C -5.471874 -1.618741 -0.101265 0.68 0.54 0.43 -1.04
C -4.258203 -0.686975 0.006410 -0.90 0.51 -0.46 0.85
C 5.686265 -2.214423 -1.348097 0.15 -0.36 0.37 -0.90
C -1.641431 5.429029 -0.178834 0.16 -0.29 0.40 -1.17
H 6.362235 -1.124562 0.385875 -0.48 0.00 0.02 0.31
H -1.660420 -0.965752 4.678304 0.16 -0.26 -0.07 0.45
H 1.599766 5.825455 -2.326783 0.18 -0.11 0.19 0.27
H 2.847943 4.677788 -1.800551 -0.09 0.07 -0.10 0.23
H 5.247028 -2.462771 0.742972 0.10 0.43 -0.15 0.33
H -2.800715 6.605345 -1.594060 0.19 -0.17 -0.11 0.37
H -0.479316 1.475408 2.137932 0.17 -0.37 0.46 0.48
H 0.207307 -1.292766 3.063599 0.19 -0.01 0.18 -0.02
H -3.003869 -6.417304 -1.291527 0.26 0.32 -0.08 0.34
H -3.248088 -3.267748 0.135276 0.61 0.76 -0.14 0.45
H -2.591762 -4.715871 -1.740186 0.15 -0.59 0.05 0.22
H -5.179489 2.520111 0.527040 -0.17 -0.33 -0.20 0.39
H -6.302514 1.173946 0.328321 0.30 0.15 -0.23 0.42
H 6.257390 1.151332 0.623651 0.03 -0.01 -0.16 0.50
H 3.056402 6.394887 -1.488462 -0.01 0.11 0.02 0.37
H -2.502104 5.242501 0.498745 0.43 0.18 -0.39 0.38
H 6.574639 -2.862942 -1.346976 -0.25 0.12 0.04 0.39
H -1.651425 0.729231 4.414647 0.01 0.31 -0.23 0.36
H -2.654264 4.886577 -2.062379 0.18 0.34 0.35 0.25
H 1.006271 6.300277 0.062636 0.28 -0.01 0.07 0.27
H -1.087706 -6.314924 0.432713 -0.02 0.29 -0.18 0.37
H -1.093146 6.296473 0.227640 -0.33 -0.24 -0.13 0.44
H -2.129870 -0.366926 3.097776 -0.17 0.07 -0.30 0.22
H -1.265250 5.946427 -2.266007 -0.34 0.06 0.34 0.24
H -1.425464 -6.052002 -2.019954 -0.09 0.17 0.01 0.28
H 2.829422 -6.572418 -1.341650 -0.27 0.27 -0.10 0.37
H 2.500683 -5.192277 0.714071 -0.11 0.10 -0.04 0.40
H 0.810548 -0.758687 5.402684 0.11 -0.05 -0.09 0.42
H 2.028473 -0.033149 4.347013 0.16 -0.09 -0.17 0.39
H -4.836694 2.723438 -1.932656 -0.72 -0.68 0.20 0.19
H 6.231967 1.253882 -1.903870 -0.11 0.15 0.08 0.26
H 0.805191 0.951667 5.114670 -0.20 0.23 -0.24 0.37
H 3.201937 3.269465 -0.280553 -0.53 -0.99 0.31 0.36
H 3.198707 -3.283109 -0.167793 -0.72 1.06 0.18 0.26
H -6.436742 -3.005496 -1.437189 0.03 -0.04 -0.13 0.37
H 4.823548 -2.813463 -1.646200 0.11 0.07 -0.19 0.16
H -5.898487 1.272889 -2.178076 0.10 0.27 -0.07 0.23
H -3.234192 3.252288 -0.357508 0.77 -0.90 0.49 0.25
H 1.262070 1.002148 2.059598 -0.09 -0.22 0.33 0.35
H 5.851638 -1.435204 -2.080222 -0.07 0.20 -0.21 0.24
H 4.919373 2.460446 -1.852608 0.53 -0.18 0.24 0.27
H 6.559139 2.883340 -1.279578 0.03 0.01 -0.08 0.36
H -5.421738 -2.368692 0.695730 0.10 -0.04 -0.11 0.40
H -2.441990 -5.266347 0.760075 0.11 0.06 -0.03 0.40
H 2.382085 5.287166 0.599535 -0.30 0.16 -0.02 0.35
H 1.333934 -5.849750 -2.053329 0.50 0.04 0.25 0.23
H -4.684404 -2.845415 -1.750438 -0.45 0.35 0.04 0.17
H -6.582851 2.813186 -1.589288 0.29 -0.35 0.17 0.36
H 5.144421 2.522382 0.694631 0.36 -0.48 -0.34 0.34
H -6.369181 -1.034031 0.127920 0.05 -0.07 -0.18 0.36
H 2.776655 -4.836865 -1.731176 -0.21 -0.21 -0.06 0.21
H 1.173917 -6.284759 0.456213 -0.07 0.38 -0.16 0.39
H -5.839090 -1.530413 -2.223306 0.22 -0.34 0.00 0.26